Record 1
{"formula": "C24H22N3NaO2S", "method": "wB97M-V/def2-TZVPD", "symbols": ["Na", "C", "C", "C", "C", "C", "H", "H", "H", "H", "H", "C", "C", "O", "C", "C", "C", "N", "N", "C", "O", "C", "C", "C", "C", "C", "C", "H", "H", "H", "H", "H", "H", "H", "H", "H", "H", "H", "H", "S", "C", "N", "C", "C", "C", "C", "C", "C", "H", "H", "H", "H", "H"], "coordinates": [[1.520, -1.117, 0.484], [3.581, -3.031, -0.816], [3.807, -1.832, -1.521], [4.346, -0.897, -0.618], [4.449, -1.514, 0.644], [3.974, -2.835, 0.517], [3.099, -3.917, -1.212], [3.576, -1.655, -2.565], [4.571, 0.140, -0.833], [4.785, -1.038, 1.557], [3.847, -3.542, 1.327], [-1.311, -4.604, 0.888], [-0.801, -3.176, 1.127], [0.436, -3.016, 0.990], [-1.764, -2.214, 1.421], [-1.555, -0.794, 1.575], [-2.812, 0.045, 1.657], [-0.380, -0.254, 1.610], [-0.407, 1.151, 1.769], [0.655, 1.692, 1.229], [1.574, 1.152, 0.550], [0.777, 3.189, 1.465], [1.885, 3.863, 0.965], [2.030, 5.231, 1.160], [1.066, 5.945, 1.855], [-0.047, 5.277, 2.359], [-0.189, 3.914, 2.167], [-0.617, -5.306, 1.353], [-1.295, -4.807, -0.188], [-2.322, -4.781, 1.259], [-2.794, -2.550, 1.475], [-3.696, -0.592, 1.705], [-2.893, 0.697, 0.783], [-2.780, 0.710, 2.521], [2.622, 3.277, 0.431], [2.904, 5.740, 0.765], [1.178, 7.014, 2.005], [-0.807, 5.826, 2.906], [-1.041, 3.366, 2.548], [-0.622, 1.735, -3.099], [0.336, 0.791, -1.998], [-0.149, -0.340, -1.627], [-1.395, -0.535, -2.216], [-2.210, -1.644, -1.979], [-3.436, -1.705, -2.606], [-3.862, -0.676, -3.461], [-3.071, 0.431, -3.692], [-1.828, 0.496, -3.059], [1.271, 1.156, -1.595], [-1.884, -2.400, -1.277], [-4.087, -2.551, -2.422], [-4.833, -0.747, -3.938], [-3.403, 1.231, -4.341]], "lowdin_charge": [0.327, -0.218, -0.221, -0.226, -0.219, -0.220, 0.061, 0.054, 0.061, 0.060, 0.064, -0.065, -0.548, -0.078, -0.095, -0.377, -0.072, 0.023, 0.039, -0.526, -0.122, -0.130, -0.037, -0.116, -0.142, -0.121, -0.048, 0.061, 0.061, 0.050, 0.061, 0.050, 0.065, 0.055, 0.107, 0.085, 0.079, 0.083, 0.095, 1.021, -0.428, 0.105, -0.293, 0.006, -0.092, -0.121, -0.117, -0.492, 0.076, 0.102, 0.093, 0.086, 0.094], "total_charge": -2, "homo_lumo_gap_ha": 0.1706, "lumo_energy_ev": 4.13, "e_homo_ev": -0.507, "de_lowest_kj_mol": 13.1}

Record 2
{"formula": "C24H22N5S3Tl", "method": "wB97M-V/def2-TZVPD", "symbols": ["Tl", "C", "C", "C", "C", "N", "C", "C", "C", "C", "C", "C", "N", "C", "C", "C", "C", "C", "N", "H", "H", "H", "H", "H", "H", "H", "H", "H", "H", "H", "C", "C", "S", "C", "C", "S", "H", "H", "H", "H", "H", "H", "C", "C", "C", "C", "N", "C", "S", "N", "H", "H", "H", "H", "H"], "coordinates": [[1.695, 1.288, -0.658], [4.887, -2.309, -1.299], [4.929, -2.567, -2.660], [4.090, -1.867, -3.505], [3.234, -0.903, -2.965], [3.234, -0.635, -1.655], [4.025, -1.323, -0.851], [2.245, -0.183, -3.778], [2.281, -0.199, -5.174], [1.295, 0.459, -5.886], [0.254, 1.051, -5.194], [0.274, 1.004, -3.802], [1.274, 0.457, -3.120], [-0.836, 1.594, -3.036], [-2.146, 1.498, -3.502], [-3.157, 2.089, -2.764], [-2.824, 2.777, -1.608], [-1.497, 2.796, -1.208], [-0.531, 2.203, -1.892], [5.499, -2.863, -0.606], [5.603, -3.312, -3.052], [4.095, -2.093, -4.558], [3.961, -1.081, 0.201], [3.084, -0.685, -5.700], [1.321, 0.499, -6.964], [-0.538, 1.575, -5.706], [-2.379, 0.945, -4.400], [-4.189, 2.014, -3.083], [-3.576, 3.272, -1.015], [-1.200, 3.298, -0.299], [-0.070, -3.301, 1.193], [0.243, -1.828, 1.131], [0.230, -1.167, -0.461], [0.450, -1.159, 2.290], [0.375, -1.788, 3.652], [0.744, 0.573, 2.363], [-0.252, -3.678, 0.192], [-0.956, -3.479, 1.803], [0.760, -3.857, 1.629], [-0.650, -1.730, 4.025], [1.012, -1.233, 4.338], [0.682, -2.832, 3.639], [-2.540, -0.045, 6.418], [-2.703, 0.924, 5.293], [-3.701, 1.899, 5.290], [-3.763, 2.724, 4.178], [-2.933, 2.603, 3.160], [-2.025, 1.637, 3.255], [-1.046, 1.490, 1.811], [-1.866, 0.806, 4.268], [-2.872, 0.398, 7.356], [-1.499, -0.347, 6.491], [-3.138, -0.936, 6.223], [-4.386, 2.012, 6.116], [-4.502, 3.511, 4.088]], "lowdin_charge": [0.594, -0.043, -0.055, -0.004, -0.213, -0.006, -0.131, -0.196, 0.001, -0.038, -0.001, -0.212, 0.082, -0.235, -0.007, -0.048, -0.039, -0.166, 0.031, 0.105, 0.108, 0.102, 0.116, 0.103, 0.111, 0.114, 0.114, 0.110, 0.108, 0.079, -0.145, -0.820, 0.487, -0.728, -0.150, 0.486, 0.043, 0.081, 0.076, 0.062, 0.056, 0.063, -0.029, -0.324, -0.017, -0.135, 0.043, -0.722, 0.612, 0.119, 0.077, 0.079, 0.088, 0.104, 0.107], "total_charge": 0, "homo_lumo_gap_ha": 0.2268, "lumo_energy_ev": -0.15, "e_homo_ev": -6.321, "de_lowest_kj_mol": 24.6}

Record 3
{"formula": "C24H23B2F4N6O4S2Ti", "method": "wB97M-V/def2-TZVPD", "symbols": ["Ti", "C", "C", "N", "O", "B", "F", "F", "O", "N", "C", "C", "C", "N", "O", "B", "F", "F", "O", "N", "C", "C", "C", "H", "H", "H", "H", "H", "H", "H", "H", "H", "H", "H", "H", "S", "C", "C", "C", "C", "C", "C", "N", "C", "C", "C", "C", "C", "C", "C", "H", "H", "H", "H", "H", "H", "H", "H", "S", "C", "C", "N", "C", "H", "H", "H"], "coordinates": [[0.635, -0.091, -0.485], [-3.076, -1.279, -1.442], [-1.884, -1.162, -0.548], [-1.380, 0.133, -0.158], [-1.831, 1.079, -1.112], [-1.165, 2.398, -1.262], [-0.977, 3.008, -0.040], [-1.952, 3.119, -2.087], [0.205, 2.235, -1.908], [0.568, 0.935, -2.047], [0.869, 0.444, -3.242], [0.873, 1.295, -4.463], [1.169, -0.939, -3.168], [0.869, -1.463, -1.974], [1.382, -2.770, -1.807], [1.465, -3.384, -0.621], [2.221, -0.722, 0.024], [2.103, -4.534, -0.614], [0.890, -3.051, 0.578], [-0.014, -1.942, 0.659], [-1.240, -2.229, -0.054], [-1.688, -3.649, -0.230], [1.809, -1.730, -4.252], [-3.506, -0.299, -1.634], [-3.825, -1.940, -1.007], [-2.772, -1.712, -2.396], [0.165, 2.111, -4.310], [0.600, 0.731, -5.350], [1.857, 1.740, -4.621], [-2.752, -3.741, -0.008], [-1.543, -3.991, -1.256], [-1.121, -4.304, 0.428], [1.862, -1.163, -5.173], [1.265, -2.659, -4.416], [2.819, -2.012, -3.950], [0.993, 2.813, 2.901], [2.325, 2.943, 1.795], [3.443, 3.755, 1.885], [4.367, 3.701, 0.860], [4.175, 2.858, -0.234], [3.067, 2.039, -0.328], [2.125, 2.078, 0.702], [0.965, 1.350, 0.773], [0.256, 1.619, 1.858], [-1.090, 1.174, 2.115], [-1.674, 1.512, 3.349], [-2.978, 1.194, 3.645], [-3.743, 0.508, 2.715], [-3.192, 0.159, 1.497], [-1.878, 0.475, 1.176], [3.576, 4.417, 2.724], [5.249, 4.319, 0.903], [4.905, 2.844, -1.028], [2.927, 1.365, -1.173], [-1.082, 2.060, 4.065], [-3.404, 1.498, 4.587], [-4.773, 0.270, 2.919], [-3.804, -0.350, 0.773], [0.305, -0.898, 4.388], [-1.130, -1.830, 4.068], [-1.221, -2.172, 2.774], [-0.201, -1.674, 2.001], [0.700, -0.914, 2.716], [-1.806, -2.076, 4.862], [-2.000, -2.753, 2.318], [1.698, -0.747, 2.344]], "lowdin_charge": [1.132, 0.020, -0.214, -0.118, 0.085, -1.107, 0.185, 0.221, 0.078, -0.117, -0.202, 0.031, -0.211, -0.005, 0.177, -0.813, -0.291, 0.297, 0.185, -0.084, -0.222, 0.019, 0.025, 0.101, 0.098, 0.109, 0.100, 0.091, 0.109, 0.099, 0.111, 0.102, 0.085, 0.102, 0.109, 1.198, -0.415, -0.066, -0.059, -0.048, -0.006, -0.273, -0.061, -0.485, -0.186, -0.060, -0.044, -0.033, 0.017, -0.119, 0.115, 0.113, 0.113, 0.106, 0.083, 0.119, 0.116, 0.118, 1.066, -0.317, -0.118, -0.115, -0.369, 0.085, 0.137, 0.101], "multiplicity": 3, "total_charge": 1, "homo_lumo_gap_ha": [0.1868, 0.2703], "s_squared": 2.02, "lumo_energy_ev": [-3.94, -4.13], "e_homo_ev": [-9.022, -11.485], "de_lowest_kj_mol": 376.1}

Record 4
{"formula": "C24H23BrClFeN4O11PS2", "method": "wB97M-V/def2-TZVPD", "symbols": ["Fe", "O", "C", "O", "C", "C", "C", "C", "C", "C", "O", "N", "O", "O", "N", "O", "O", "H", "H", "Br", "C", "C", "C", "C", "C", "N", "C", "O", "O", "H", "H", "H", "Cl", "C", "C", "C", "C", "N", "C", "H", "H", "H", "H", "C", "C", "C", "O", "P", "S", "S", "O", "C", "C", "C", "H", "H", "H", "H", "H", "H", "H", "H", "H", "H", "H", "H", "H", "H"], "coordinates": [[-0.724, 1.287, 0.545], [-0.235, 1.656, 4.574], [0.017, 1.439, 3.388], [-0.841, 1.506, 2.448], [1.474, 1.165, 3.028], [2.328, 0.936, 4.076], [3.700, 0.755, 3.880], [4.250, 0.873, 2.618], [3.409, 1.146, 1.568], [1.973, 1.202, 1.677], [1.267, 1.262, 0.632], [4.054, 1.405, 0.291], [5.005, 0.710, -0.034], [3.580, 2.266, -0.435], [4.573, 0.513, 5.002], [4.091, 0.499, 6.125], [5.783, 0.464, 4.800], [1.901, 0.916, 5.068], [5.313, 0.781, 2.459], [1.557, 1.232, -2.451], [-0.309, 1.155, -2.693], [-0.780, 0.995, -3.989], [-2.146, 0.932, -4.183], [-2.980, 1.040, -3.085], [-2.417, 1.194, -1.831], [-1.090, 1.253, -1.627], [-3.329, 1.307, -0.607], [-4.541, 1.346, -0.820], [-2.721, 1.375, 0.496], [-0.076, 0.913, -4.803], [-2.550, 0.799, -5.179], [-4.058, 1.000, -3.146], [-2.885, 6.256, 1.868], [-1.573, 5.384, 1.132], [-0.460, 6.063, 0.674], [0.558, 5.322, 0.099], [0.421, 3.947, 0.006], [-0.664, 3.310, 0.454], [-1.648, 4.007, 1.022], [-0.396, 7.139, 0.775], [1.460, 5.794, -0.264], [1.199, 3.323, -0.415], [-2.487, 3.435, 1.397], [-3.301, -3.292, -1.007], [-2.867, -4.280, 0.063], [-2.547, -5.650, -0.519], [-1.784, -3.855, 0.900], [-0.451, -3.020, 0.531], [0.823, -3.306, 1.975], [-0.905, -1.169, -0.035], [-0.054, -3.843, -0.826], [0.998, -3.531, -1.758], [0.430, -2.723, -2.917], [2.229, -2.881, -1.146], [-4.190, -3.696, -1.501], [-2.521, -3.144, -1.752], [-3.543, -2.321, -0.580], [-3.694, -4.391, 0.771], [-1.722, -5.573, -1.226], [-3.425, -6.052, -1.034], [-2.258, -6.338, 0.276], [1.293, -4.516, -2.136], [0.059, -1.766, -2.552], [-0.394, -3.261, -3.391], [1.208, -2.544, -3.665], [2.004, -1.885, -0.764], [2.995, -2.792, -1.922], [2.616, -3.479, -0.324]], "lowdin_charge": [0.355, 0.005, -0.571, -0.073, -0.016, 0.064, -0.157, 0.061, -0.065, -0.257, -0.157, -0.347, 0.049, -0.018, -0.371, 0.040, 0.015, 0.125, 0.124, 0.881, -0.709, -0.126, -0.062, -0.002, -0.173, 0.018, -0.613, 0.008, -0.087, 0.089, 0.102, 0.113, 0.650, -0.632, -0.102, -0.044, -0.081, 0.035, -0.099, 0.101, 0.105, 0.074, 0.121, -0.086, -0.460, -0.063, -0.330, -0.149, 0.184, 0.483, -0.343, -0.466, -0.074, -0.093, 0.075, 0.057, 0.061, 0.134, 0.067, 0.070, 0.078, 0.130, 0.022, 0.073, 0.075, 0.054, 0.078, 0.048], "total_charge": -2, "homo_lumo_gap_ha": [0.2384, 0.2388], "lumo_energy_ev": [3.99, 3.99], "e_homo_ev": [-2.501, -2.512]}

no.,E_tot (eV)
1,-49063.152
2,-69895.724
3,-99398.515
4,-201658.545